No. 1
65
Properties=species:S:1:pos:R:3:forces:R:3 method="wB97M-V/def2-TZVPD" e_homo_ev="-9.57 / -9.57" orbital_gap_ev="5.34 / 5.69" charge=+1 relative_energy_kj_mol=1993.15 multiplicity=2 e_lumo_ha="-0.15527 / -0.14243"
H -4.389618 3.155075 2.614252 -0.10 -0.03 -0.13
C 2.218768 4.000613 0.946898 0.15 -0.04 0.13
H 1.812992 0.231057 -5.100673 -0.08 0.01 0.01
C -0.198806 0.078036 2.692795 3.72 1.00 1.02
H -1.970451 5.631859 2.682218 0.03 0.04 0.01
C 1.443469 1.280749 -3.246902 0.06 0.06 -0.06
H 1.683775 -5.575671 -2.741596 -0.02 -0.01 -0.02
H -2.072527 -2.572008 -1.628700 -0.05 -0.05 -0.10
C 2.167036 -1.171002 -2.048390 0.13 -0.21 -0.10
H -0.806433 -1.290345 0.036828 0.59 -0.11 1.30
C -1.348125 4.037953 1.428165 1.05 -0.20 0.10
C -3.610115 2.470776 2.306440 0.75 0.96 0.06
H -0.005457 -6.274425 -1.047962 0.00 -0.01 -0.04
H 2.326736 -1.029910 1.792638 -0.06 -0.02 0.00
H -2.681047 -0.700933 3.120142 1.18 0.51 0.40
C 1.317735 1.154164 -1.881446 0.11 -0.10 0.03
C 2.835578 -2.184569 0.030583 0.01 0.02 0.04
N 2.086279 -2.175588 -4.366085 1.76 -0.22 0.66
S 2.638783 2.358578 1.266495 -0.29 0.59 0.47
C -1.596394 5.495402 1.667836 -0.19 -0.08 -0.11
S 0.349578 1.249649 3.963161 -0.88 0.28 0.31
C -1.239242 -3.229456 -1.836238 -0.03 0.01 0.04
C -3.760907 1.140366 2.591978 2.40 1.28 -0.75
Cl -1.764018 0.298862 -1.261104 -0.86 0.39 0.56
O -2.015980 -4.948778 -0.301039 0.07 0.04 0.04
H 3.314886 -2.969293 0.597779 0.01 0.00 -0.01
N 0.966545 4.415162 0.872605 -0.19 0.00 0.18
C 1.743819 -0.072451 -1.293047 -0.01 -0.02 -0.05
N 3.207779 4.895409 0.786400 -0.06 -0.08 0.01
N -1.663636 1.887207 1.493356 4.31 -0.29 -3.20
C -0.066680 -5.309683 -1.533782 0.03 -0.10 -0.01
N 1.735804 -0.079667 0.070276 0.01 0.05 -0.07
H -0.714281 6.119487 1.560100 -0.05 0.05 0.04
H 0.284604 -0.855092 2.947544 -0.73 -0.66 -1.04
H -3.783104 -4.015875 -0.866002 0.01 0.03 0.00
C -1.130019 -4.470319 -1.211078 -0.03 0.03 -0.02
C 0.866658 -4.918450 -2.471359 0.11 0.05 0.10
C -2.299705 3.066871 1.644193 -2.09 -0.81 1.59
C 2.282788 -1.092033 0.711826 0.04 0.04 0.09
H -3.353480 -0.652457 1.669961 0.93 0.14 -1.17
C -2.675826 -0.016626 2.264778 -7.49 -0.59 2.44
H -0.382738 -1.874899 -3.248917 -0.01 0.05 0.03
H 0.749742 5.391243 0.739608 0.11 -0.02 -0.18
H -4.669164 0.811932 3.074570 0.01 -0.10 0.00
C -0.275781 -2.829856 -2.752176 0.03 -0.03 -0.15
C 0.796400 -3.659107 -3.066254 0.51 0.25 0.57
H 3.038016 5.868332 0.600870 0.02 0.01 0.02
H -2.838988 -3.167086 0.389383 -0.01 -0.01 0.01
C -1.149464 -0.285383 0.255576 2.10 0.00 -3.70
H -2.360072 5.865830 0.984306 0.05 0.03 -0.03
C 2.025220 -1.081007 -3.468308 -0.80 0.03 -0.06
N 2.852533 -0.041083 4.320369 -0.02 0.00 0.09
Cr 0.545994 1.477523 0.762164 0.66 1.39 -0.75
C 2.760027 -2.237154 -1.335484 -0.07 0.02 -0.03
C -3.140071 -4.149618 0.007323 -0.01 -0.02 -0.01
N -0.079809 3.518972 1.045572 -0.74 0.13 0.42
N 1.800857 -3.345964 -4.040195 -1.37 0.14 -0.86
H 1.227027 2.232060 -3.713646 -0.02 -0.03 -0.03
C 1.848159 0.515211 4.219183 0.13 0.10 -0.47
O 0.899716 2.078867 -1.050338 -0.81 -0.24 0.07
C 1.793745 0.158754 -4.020091 -0.19 0.00 0.01
H 4.156652 4.576782 0.867476 0.03 0.04 -0.07
H -3.685800 -4.681555 0.780982 -0.01 0.00 -0.01
Cl -1.245733 0.564894 1.593020 -3.79 -3.64 2.42
H 3.195770 -3.070333 -1.868842 -0.06 -0.04 -0.04

No. 2
76
Properties=species:S:1:pos:R:3:forces:R:3 method="wB97M-V/def2-TZVPD" e_homo_ev=-11.21 orbital_gap_ev=11.32 smiles="O=C1OC[C@@H](F)O1.O=C1OC[C@@H](F)O1.O=C1OC[C@@H](F)O1.O=C1OC[C@@H](F)O1.O=C1OC[C@@H](F)O1.O=C1OC[C@@H](F)O1.O=C1OC[C@@H](F)O1.CC#N" relative_energy_kj_mol=0.00 e_lumo_ha=0.00373
O 15.176777 14.650407 10.068246 -0.31 1.24 -0.17
C 14.284594 11.657423 17.035651 0.88 -0.12 0.10
H 8.721321 13.383399 17.902373 -0.02 -0.17 -0.89
C 7.464141 14.104423 14.667354 -1.66 0.03 -1.38
O 15.081636 12.494759 9.614605 1.53 0.51 -1.24
H 16.425921 12.234176 16.560115 -0.41 0.01 0.60
O 13.137755 11.160748 7.010886 0.45 -0.57 0.49
H 8.054246 16.491630 10.437333 0.17 0.11 -0.48
C 12.023089 11.479946 7.223692 0.31 -1.34 0.39
O 5.506060 18.829492 8.068598 -0.35 -0.27 -0.06
F 13.478732 12.101356 18.039184 0.28 -0.09 0.15
C 14.193577 12.640493 10.644599 0.36 1.08 -0.19
H 14.669196 10.647269 17.250268 -0.41 0.39 0.26
F 9.091350 10.502231 7.411483 -0.43 0.11 0.24
C 6.216070 12.250317 14.236714 0.65 1.10 1.58
H 6.326944 14.841570 8.851619 0.76 -0.57 -0.36
O 11.152509 10.868155 8.134335 1.62 -0.25 -0.08
O 9.910168 8.612950 13.333420 -0.22 -0.52 -0.62
C 10.362013 12.122603 15.698908 -0.51 3.36 2.82
C 15.431494 12.679772 16.715513 -0.87 -0.84 -0.75
H 14.383980 11.893581 11.402208 -0.36 -0.24 0.12
C 7.645360 16.551544 9.423688 0.69 0.89 -0.83
O 10.566694 13.481189 15.556459 0.71 0.65 -0.96
H 15.430295 13.525541 17.392454 0.08 -0.05 0.21
F 12.964066 12.516707 10.086610 -1.33 -0.41 0.23
C 10.486431 14.224076 16.730565 -0.25 -2.90 0.91
O 10.500852 11.388997 14.822680 0.34 -2.51 -2.15
F 5.814519 15.579303 10.561075 0.25 0.11 0.58
C 10.579300 13.646636 12.585438 -0.88 -0.86 0.33
O 7.254879 17.888642 9.069736 -0.24 -0.09 0.64
F 11.746439 14.446077 17.235345 0.09 0.12 -0.22
H 10.333628 12.610688 12.909063 0.12 0.68 -0.26
O 9.545018 6.388891 13.463029 -0.24 -0.90 0.01
O 9.952821 11.908278 16.950835 -0.47 0.36 0.65
O 8.049288 14.956374 15.232253 0.62 0.27 0.87
O 6.444971 13.344492 15.165672 0.34 -0.91 0.24
C 9.768096 13.177800 17.651981 0.17 0.25 -0.01
O 13.609895 12.643594 13.833946 -1.45 -0.17 -1.57
O 15.033416 13.122547 15.424214 0.23 0.84 -0.16
H 5.736022 13.440683 12.477062 -0.65 0.38 0.20
F 8.855494 10.194465 12.132099 0.20 0.35 -0.07
F 7.113453 11.266650 14.546412 -0.37 0.14 -0.21
C 6.021990 17.875878 8.540809 -0.40 0.10 -0.11
H 11.657033 13.742159 12.641555 0.07 0.25 -0.03
H 10.236807 13.572105 7.761262 -0.76 -0.18 -0.14
H 5.211025 11.911203 14.361310 -0.52 -0.34 0.17
O 11.401704 12.425902 6.591682 -0.78 1.13 -0.43
C 6.537244 12.927948 12.974067 1.64 -0.18 -1.99
O 5.459728 16.596731 8.612231 1.50 1.29 0.07
C 15.573734 13.750304 9.191925 0.71 -1.22 0.25
C 9.797570 7.321354 12.800421 0.69 2.23 0.08
O 16.329547 13.952688 8.300719 -0.66 -0.53 0.11
C 10.061491 9.546122 12.293009 0.45 0.12 1.81
H 14.992415 14.143224 11.997259 -0.19 -0.04 0.31
H 9.479114 12.649316 6.323958 -1.03 0.52 -0.06
H 10.037131 14.314558 13.259753 0.43 -0.02 0.02
H 13.480459 14.673604 11.193054 -0.07 -0.27 0.04
H 10.859552 10.223132 12.655359 -0.79 0.16 -0.52
C 13.966503 12.482514 14.933994 1.44 -0.50 2.19
C 10.114279 12.651408 7.182585 0.82 0.04 -0.06
H 10.228086 13.104341 18.624753 0.65 -0.11 0.08
H 10.024239 15.154867 16.538570 -0.56 0.81 -0.09
C 10.386577 8.743445 11.077848 0.08 -1.05 0.46
C 14.393814 14.088579 11.094022 0.28 -0.10 0.60
C 9.895327 11.410365 8.048216 0.68 0.62 -0.55
O 7.562131 13.874971 13.339950 -0.08 -0.31 0.21
N 9.709942 14.119475 10.170796 0.12 -0.35 1.18
O 10.102841 7.392720 11.495448 -0.16 -0.57 -0.32
H 11.441373 8.812352 10.833223 -0.02 0.01 -0.35
C 6.385092 15.802309 9.320920 -2.78 -1.00 0.00
H 9.595610 11.624234 9.057586 -0.88 -0.08 0.29
H 8.311318 16.301931 8.598853 0.46 -0.65 0.61
H 6.985357 12.270606 12.223065 -0.05 -0.15 0.27
H 9.711844 8.968090 10.272744 0.05 0.23 -0.54
O 13.503087 11.585360 15.880364 0.13 0.55 -1.09
C 10.060150 13.880581 11.249977 0.09 0.36 -1.42

No. 3
13
Properties=species:S:1:pos:R:3:forces:R:3 method="wB97M-V/def2-TZVPD" e_homo_ev=-8.79 orbital_gap_ev=8.09 relative_energy_kj_mol=526.01 e_lumo_ha=-0.02606
H -2.314671 2.826963 0.564522 -0.50 -3.85 -4.21
H 1.171920 1.220491 -0.419835 0.35 0.84 0.23
H -3.080352 -0.156060 -0.101089 1.70 -0.35 -0.13
N -1.026077 1.473475 0.231985 0.74 1.81 -0.51
N -2.125747 -0.576166 -0.128318 0.15 0.66 0.02
S 3.320106 0.121845 -0.107683 -2.88 0.07 0.54
C 1.647882 0.341016 -0.018614 2.39 0.00 -1.30
N -2.132160 -1.974736 -0.204410 -0.05 -2.14 3.03
H -2.236436 -2.507091 0.865118 0.92 2.00 -4.02
O -2.294785 1.942892 -0.251947 0.45 4.25 5.08
C -0.961341 0.231440 0.167718 -4.87 -2.25 -1.02
S 0.371246 -0.772652 0.214921 2.81 -1.97 1.15
H -1.375178 -2.407269 -0.798373 -1.20 0.92 1.13

No. 4
16
Properties=species:S:1:pos:R:3:forces:R:3 method="wB97M-V/def2-TZVPD" e_homo_ev=-9.40 orbital_gap_ev=10.13 smiles="C[C@@H](O)[C@H](N)C=O" relative_energy_kj_mol=264.34 e_lumo_ha=0.02694
C 0.981250 -0.078817 -0.191294 -0.24 -0.26 1.17
H -2.210405 -0.825830 -1.378376 -0.30 0.13 -0.86
H 2.944312 0.489455 -0.704387 -0.85 0.95 0.05
H 1.838241 1.919832 -0.334914 0.08 -0.27 -0.64
H 2.140334 0.246770 1.494066 -0.91 -0.48 -0.35
N -1.079799 1.329619 0.419666 -0.55 -0.47 3.06
H -0.498428 2.165646 0.473032 -0.10 -0.28 -0.24
C -0.515141 0.314665 -0.412539 -0.57 -1.35 -1.60
H -1.153213 0.984766 1.441387 0.25 0.63 -2.21
H 1.158510 -1.069208 -0.684326 -0.09 0.62 0.75
O -1.647216 -1.826926 0.191506 0.27 -2.17 1.76
H 1.815858 0.933625 -2.003724 -0.27 0.44 2.19
O 1.279459 -0.204409 1.334621 0.02 0.64 -2.80
C -1.511992 -0.938890 -0.555519 0.59 3.16 0.12
H -0.724142 0.674858 -1.459145 1.30 0.05 0.59
C 1.910814 0.940281 -0.839030 1.38 -1.34 -1.00

No. 5
29
Properties=species:S:1:pos:R:3:forces:R:3 method="wB97M-V/def2-TZVPD" e_homo_ev=-8.39 orbital_gap_ev=9.18 smiles="C[Si@@H](C1C=CC=C1)C(C)(C)C" relative_energy_kj_mol=334.48 e_lumo_ha=0.02884
H -0.037931 -2.644900 -0.814472 1.08 0.21 -2.09
C -1.917008 0.239418 -1.517780 0.39 -2.62 2.72
H 2.791211 -2.030600 -0.678215 0.82 1.79 0.57
C 2.923431 -0.936095 -0.354731 -1.87 -2.74 0.25
H -1.335689 0.840181 -2.053040 2.62 2.44 -2.47
H 4.274212 2.023969 0.491782 -1.55 -2.02 -0.81
H -3.726580 0.719654 0.682302 -0.64 1.25 -0.75
H -0.240135 -0.624845 2.113921 0.17 0.38 2.03
H -2.891059 0.412343 -1.775069 -2.83 1.12 -0.05
C -0.374339 -2.428202 0.143891 4.24 2.12 1.15
H -0.258326 2.221787 0.326702 -2.16 -0.43 -0.76
H -1.818557 -0.752565 -1.845570 0.65 -1.62 -0.65
C 2.223566 1.210934 0.175121 0.59 -2.71 -0.16
H -1.333353 -2.580499 0.046336 -5.33 -1.34 0.39
H 5.062666 -0.615130 -0.143339 -1.40 0.99 0.03
H -1.699108 2.101854 1.293652 -0.19 -0.24 0.94
C -2.882672 0.100986 0.813716 2.23 -0.78 1.64
C -1.571349 0.342493 -0.047152 -1.21 1.74 2.72
Si -0.100261 -0.653101 0.734612 0.57 -0.78 -4.43
H -3.211255 -0.863298 0.698338 -1.12 -2.67 -0.95
H 1.344635 0.029691 -1.241385 -0.33 -0.39 1.01
H 1.511036 1.923249 0.337193 -0.74 2.48 0.52
H -2.741153 0.045478 1.926546 0.52 0.69 -0.75
H 0.196974 -3.090929 0.738401 -0.03 -1.03 1.04
C -1.362693 1.838795 0.314802 2.23 0.63 -0.36
H -2.044782 2.380616 -0.325737 0.35 0.72 -0.47
C 3.562729 1.125654 0.196613 1.65 3.81 1.55
C 1.642680 -0.145313 -0.146380 0.29 1.03 -1.22
C 4.013109 -0.191639 -0.091049 1.01 -2.03 -0.65